Density functional theory data (the ωB97M-V functional and the def2-TZVPD basis) for a structure of composition C6H15HgO3.

total charge = +1
strongest force on any atom = 0.1238 Eh/bohr
Kohn-Sham gap = 8.98 eV
HOMO level = -12.06 eV
energy relative to the best compared isomer or geometry (same formula, charge and spin) = 0.0 kcal/mol

Last column: natural (NBO) charge in e.
Element x y z (Å)
H -0.2580 -1.0271 -2.0522  0.511
C -1.8958 1.4754 1.0145  -0.257
O -1.7237 0.1794 0.4541  -0.614
C -2.5032 -0.0916 -0.7068  -0.103
C -2.0993 -1.4608 -1.2048  -0.112
O -0.6659 -1.5481 -1.2642  -0.797
C 1.8883 -1.8045 0.7598  -0.892
C 2.6316 -0.4959 0.6018  -0.109
O 1.6294 0.5292 0.3103  -0.699
C 2.1109 1.8161 -0.0041  -0.257
Hg 0.0802 -0.7013 0.4082  1.386
H -0.9517 1.7718 1.4826  0.208
H -2.1656 2.1954 0.2289  0.200
H -2.6947 1.4487 1.7666  0.216
H -2.2836 0.6731 -1.4683  0.189
H -3.5722 -0.0680 -0.4521  0.225
H -2.5357 -1.6665 -2.1880  0.224
H -2.4425 -2.2363 -0.5089  0.225
H 2.2837 -2.5688 0.0771  0.236
H 1.9741 -2.2096 1.7777  0.235
H 3.3256 -0.5131 -0.2537  0.192
H 3.1833 -0.1500 1.4906  0.200
H 1.4939 2.5732 0.5033  0.195
H 3.1579 1.9239 0.3156  0.210
H 2.0331 1.9554 -1.0882  0.188


Density functional theory data (the ωB97M-V functional and the def2-TZVPD basis) for a cluster of 2 separate species, C6H15IN2O in total.

total charge = +2
strongest force on any atom = 0.0858 Eh/bohr
Kohn-Sham gap (alpha / beta) = 8.04 / 6.92 eV
HOMO level (alpha / beta) = -16.78 / -16.52 eV
energy relative to the best compared isomer or geometry (same formula, charge and spin) = 47.1 kcal/mol

Last column: natural (NBO) charge in e.
Element x y z (Å)
C 1.1316 2.1307 0.9682  -0.417
C 0.7437 3.2470 0.0261  -0.412
C -0.0327 2.0313 -0.0054  -0.103
C 0.4583 -1.0325 0.3221  -0.565
C -0.4761 -1.9317 1.0621  -0.263
C -0.2254 -0.3625 -0.8641  0.539
N -0.6316 -3.2289 0.3972  -0.686
N 0.1390 1.0814 -1.1383  -0.574
O -0.2479 -1.2321 -2.0019  -0.699
I -3.2750 -0.0823 -0.3379  -0.017
H 2.0057 1.6837 0.6097  0.216
H 1.0398 2.1755 2.0554  0.274
H 0.2542 4.2330 0.1787  0.288
H 1.5346 3.3376 -0.6773  0.236
H -0.9485 2.0310 0.4630  0.262
H 0.6453 -0.0678 0.8517  0.288
H 1.3932 -1.5875 0.0530  0.265
H -1.5015 -1.3932 1.3120  0.281
H 0.1146 -2.0961 2.0000  0.257
H -1.4117 -3.2510 -0.2179  0.457
H -0.9812 -3.9997 1.1595  0.485
H 0.2726 -3.5008 -0.0051  0.458
H -0.2786 1.4930 -1.9387  0.455
H 1.0726 1.2185 -1.4537  0.440
H -0.7950 -0.8969 -2.8186  0.535


Density functional theory data (the ωB97M-V functional and the def2-TZVPD basis) for a cluster of 2 separate species, C6H15IN3 in total.

total charge = +1
strongest force on any atom = 0.0307 Eh/bohr
Kohn-Sham gap (alpha / beta) = 7.71 / 7.72 eV
HOMO level (alpha / beta) = -11.22 / -11.22 eV
energy relative to the best compared isomer or geometry (same formula, charge and spin) = 75.2 kcal/mol

Last column: natural (NBO) charge in e.
Element x y z (Å)
C -0.8926 2.3296 0.4413  -0.484
C 0.3051 2.3076 1.3250  0.030
C -0.9275 1.0451 -0.3815  -0.244
C 1.4092 0.6562 -0.0144  -0.087
C -0.3868 -3.1513 0.3507  -0.421
C 0.2929 -0.3557 -1.9292  -0.419
N 1.3253 1.5638 0.9982  -0.435
N -0.6900 -2.0312 1.2447  -0.860
N 0.3776 0.8298 -1.0582  -0.393
I 3.4020 0.3695 -0.7492  0.166
H -1.8019 2.4043 1.0368  0.266
H -0.8684 3.2156 -0.2018  0.242
H 0.3278 2.8606 2.2455  0.232
H -1.6180 -2.1717 1.6376  0.362
H -1.0882 0.1751 0.2669  0.277
H -1.7175 1.0868 -1.1325  0.234
H -0.4930 -4.1331 0.8190  0.194
H -1.0671 -3.1112 -0.5008  0.188
H 0.6399 -3.0537 -0.0009  0.193
H 1.2419 -0.5342 -2.4272  0.245
H 0.0510 -1.2145 -1.3093  0.251
H -0.4806 -0.2100 -2.6793  0.228
H 2.1147 1.5280 1.6373  0.456
H -0.0422 -2.0526 2.0277  0.364
H 0.5864 1.6470 -1.6467  0.415


Density functional theory data (the ωB97M-V functional and the def2-TZVPD basis) for the ion C6H15N with charge -1.

total charge = -1
strongest force on any atom = 0.0729 Eh/bohr
2S+1 = 2
Kohn-Sham gap (alpha / beta) = 2.55 / 8.82 eV
<S²> = 0.750
HOMO level (alpha / beta) = 1.50 / -4.79 eV
energy relative to the best compared isomer or geometry (same formula, charge and spin) = 31.4 kcal/mol

Last column: Löwdin spin population.
Element x y z (Å)
C -0.4216 -2.0238 -1.5005  0.195
N -0.2479 -0.6221 -1.7402  0.018
C 0.6497 0.2272 -0.8776  0.044
C 0.1881 0.1461 0.5970  0.039
C -0.8093 1.2605 0.8745  0.140
C -1.3124 1.2215 2.4058  0.117
C 2.0977 -0.0750 -0.9322  0.049
H -0.1838 -2.6253 -2.3159  0.029
H 0.3243 -2.2622 -0.7449  0.010
H -1.3444 -2.2894 -0.9265  0.065
H -1.0712 -0.1232 -2.0465  0.056
H 0.5167 1.2940 -1.2268  0.022
H 1.0245 0.2716 1.2793  0.008
H -0.2376 -0.9362 0.6052  0.012
H -1.7774 1.0778 0.2516  0.065
H -0.5176 2.3365 0.7080  0.036
H -2.0730 1.9614 2.8045  0.025
H -1.8513 0.2317 2.6585  0.025
H -0.4489 1.1681 3.1154  0.009
H 2.6497 0.7424 -0.4469  0.017
H 2.4367 -1.0915 -0.5724  0.009
H 2.4089 0.1099 -1.9692  0.010


Density functional theory data (the ωB97M-V functional and the def2-TZVPD basis) for the ion C6H15N with charge -1.

total charge = -1
strongest force on any atom = 0.0680 Eh/bohr
2S+1 = 2
Kohn-Sham gap (alpha / beta) = 2.46 / 9.52 eV
<S²> = 0.750
HOMO level (alpha / beta) = 1.46 / -5.70 eV
energy relative to the best compared isomer or geometry (same formula, charge and spin) = 17.7 kcal/mol

Last column: Löwdin spin population.
Element x y z (Å)
C 1.7108 1.2261 1.1038  0.253
C 1.1038 0.0047 0.3512  0.046
C -0.3367 0.3529 -0.1778  0.033
C -1.0713 1.3416 0.6653  0.171
C -1.1564 -1.0349 -0.0429  0.027
C -2.1828 -1.3568 -1.1282  0.038
N 1.9423 -0.6157 -0.7242  0.031
H 1.3626 1.2185 2.1603  0.059
H 2.7965 1.2756 1.1891  0.055
H 1.3920 2.1275 0.5257  0.056
H 1.0557 -0.8009 1.0971  0.014
H -0.4721 0.5964 -1.2385  0.017
H -0.8485 2.3884 0.3718  0.061
H -2.1469 1.1391 0.6677  0.025
H -0.8396 1.2263 1.7288  0.038
H -0.4089 -1.8619 -0.1286  0.004
H -1.7145 -1.0261 0.8931  0.009
H -1.7236 -2.0753 -1.8236  0.005
H -2.3467 -0.4449 -1.7559  0.009
H -3.1009 -1.8808 -0.9027  0.006
H 2.9325 -0.5103 -0.5579  0.025
H 1.7036 -0.1876 -1.6089  0.020


Density functional theory data (the ωB97M-V functional and the def2-TZVPD basis) for the molecule C6H15N.

total charge = 0
strongest force on any atom = 0.1127 Eh/bohr
SMILES string = CCCCCCN
Kohn-Sham gap = 10.11 eV
HOMO level = -8.97 eV
energy relative to the best compared isomer or geometry (same formula, charge and spin) = 56.0 kcal/mol

Last column: natural (NBO) charge in e.
Element x y z (Å)
C 3.2427 -0.7651 -0.5927  -0.619
C 1.7521 -1.2462 -0.9467  -0.375
C 0.6619 -0.3556 -0.1441  -0.418
C -0.6259 -1.0915 0.3302  -0.377
C -1.8422 0.0708 0.5257  -0.405
C -1.5368 1.5346 0.8471  -0.236
N -2.7305 2.4024 0.5443  -0.854
H 3.6847 -1.1961 -1.4712  0.208
H 3.5779 -1.1762 0.3813  0.212
H 3.3734 0.3416 -0.6956  0.203
H 1.6618 -2.4050 -0.7461  0.190
H 1.6399 -1.1798 -2.0170  0.190
H 0.6019 0.3878 -0.8960  0.201
H 1.1340 0.1925 0.7482  0.199
H -1.0448 -1.7894 -0.3434  0.206
H -0.4832 -1.4684 1.2654  0.195
H -2.6555 -0.4184 1.1238  0.196
H -2.3128 0.1832 -0.5188  0.184
H -1.2353 1.5136 1.8880  0.173
H -0.6454 1.8038 0.3144  0.193
H -2.6865 2.9744 -0.2302  0.369
H -3.5316 1.6872 0.6336  0.364


Density functional theory data (the ωB97M-V functional and the def2-TZVPD basis) for the molecule C6H15N.

total charge = 0
strongest force on any atom = 0.0772 Eh/bohr
SMILES string = CC[C@H](C)[C@@H](C)N
Kohn-Sham gap = 10.08 eV
HOMO level = -9.05 eV
energy relative to the best compared isomer or geometry (same formula, charge and spin) = 56.1 kcal/mol

Last column: natural (NBO) charge in e.
Element x y z (Å)
C -0.0570 -1.2091 1.7671  -0.667
C -0.0044 0.2454 1.2105  -0.045
C 0.0615 0.4280 -0.2919  -0.229
C 1.3582 -0.0027 -1.0020  -0.653
C -1.1816 -0.2350 -1.0085  -0.393
C -1.4772 0.0933 -2.4226  -0.648
N 1.1847 0.9010 1.8141  -0.859
H -0.6690 -1.2491 2.7164  0.211
H 0.9269 -1.5548 2.2285  0.210
H -0.5431 -2.1025 1.3002  0.219
H -0.9095 0.6838 1.5655  0.196
H -0.0811 1.4294 -0.5103  0.209
H 1.3241 -0.3955 -2.0673  0.223
H 1.9733 -0.7671 -0.6634  0.212
H 2.2160 0.8097 -1.1452  0.215
H -2.1256 0.1696 -0.5429  0.200
H -1.1685 -1.3274 -0.7396  0.201
H -1.1824 1.1379 -2.6720  0.221
H -0.7978 -0.1373 -3.3077  0.207
H -2.4460 -0.3553 -2.7349  0.225
H 1.0101 1.1174 2.8446  0.377
H 1.9830 0.3145 1.5137  0.369


Density functional theory data (the ωB97M-V functional and the def2-TZVPD basis) for a cluster of 2 separate species, C6H15N2 in total.

total charge = +1
strongest force on any atom = 0.0169 Eh/bohr
Kohn-Sham gap = 11.13 eV
HOMO level = -13.98 eV
energy relative to the best compared isomer or geometry (same formula, charge and spin) = 39.2 kcal/mol

Last column: natural (NBO) charge in e.
Element x y z (Å)
C -2.6998 -1.1892 1.4048  -0.612
C -2.4386 -0.3641 0.1535  -0.237
C -0.9711 -1.1734 -1.4913  0.026
N -1.0692 -0.6341 -0.3520  -0.459
H -3.6608 -0.9115 1.8313  0.240
H -2.7162 -2.2501 1.1620  0.224
H -1.9149 -0.9913 2.1339  0.202
H -2.4698 0.7026 0.3952  0.201
H -3.1378 -0.5222 -0.6676  0.200
H -1.8469 -1.3679 -2.1092  0.182
H -0.0026 -1.4825 -1.8718  0.192
C 3.1852 0.3270 -0.1204  -0.669
C 1.8382 0.9549 -0.0711  0.149
C 1.3208 1.8206 -0.9260  -0.380
N 0.9766 0.4222 1.0086  -0.761
H 3.7743 0.7794 -0.9114  0.258
H 3.7521 0.3669 0.8106  0.237
H 3.0741 -0.7441 -0.3229  0.232
H 0.2719 2.0816 -0.8946  0.216
H 1.9581 2.2532 -1.6823  0.239
H 1.5036 -0.2235 1.5860  0.426
H 0.1212 -0.1331 0.5020  0.460
H 0.5684 1.1422 1.5989  0.433